[1]
Computed, not measured: an isolated molecule of C26H27N3O3, with wB97M-V/def2-TZVPD.

Atoms and positions in Å:
C (6.602, 1.599, 0.960)
H (7.180, 0.684, 1.069)
H (6.661, 2.155, 1.893)
C (5.147, 1.291, 0.616)
C (4.334, 2.578, 0.522)
H (4.327, 3.098, 1.478)
H (3.308, 2.363, 0.236)
H (4.763, 3.241, -0.226)
C (5.072, 0.515, -0.710)
C (3.667, 0.015, -0.999)
O (2.949, 0.503, -1.840)
N (3.317, -1.033, -0.193)
C (2.145, -1.791, -0.178)
C (1.058, -1.526, -1.006)
C (-0.065, -2.329, -0.948)
C (-0.118, -3.413, -0.078)
C (0.974, -3.684, 0.740)
C (2.088, -2.873, 0.701)
H (2.932, -3.088, 1.342)
H (0.943, -4.537, 1.402)
C (-1.286, -4.341, -0.074)
O (-1.216, -5.517, -0.347)
N (-2.474, -3.791, 0.317)
N (-2.655, -2.482, 0.726)
C (-3.111, -1.507, -0.118)
O (-3.421, -1.753, -1.257)
C (-3.125, -0.138, 0.544)
C (-4.364, 0.692, 0.285)
C (-4.727, 1.630, 1.246)
C (-5.825, 2.448, 1.055)
C (-6.579, 2.338, -0.101)
C (-6.225, 1.405, -1.059)
C (-5.122, 0.589, -0.872)
H (-4.865, -0.141, -1.623)
H (-6.810, 1.311, -1.963)
H (-7.438, 2.975, -0.251)
H (-6.092, 3.173, 1.811)
H (-4.141, 1.724, 2.150)
C (-1.888, 0.587, 0.045)
C (-0.826, 0.829, 0.904)
C (0.297, 1.502, 0.457)
C (0.373, 1.933, -0.856)
C (-0.677, 1.675, -1.722)
C (-1.802, 1.007, -1.276)
H (-2.618, 0.805, -1.951)
H (-0.616, 1.997, -2.750)
H (1.249, 2.450, -1.213)
H (1.112, 1.690, 1.141)
H (-0.877, 0.500, 1.934)
H (-3.030, -0.270, 1.628)
H (-2.339, -2.258, 1.661)
H (-3.306, -4.364, 0.216)
H (-0.894, -2.126, -1.608)
H (1.100, -0.700, -1.695)
H (4.023, -1.353, 0.456)
H (5.760, -0.333, -0.682)
H (5.367, 1.174, -1.528)
H (4.725, 0.670, 1.417)
H (7.056, 2.200, 0.175)

Its relative energy (zero: lowest compared OMol25 entry of this formula, charge and spin) is 6.2 kcal/mol. As for the multiplicity: 1. Its SMILES is CC(C)CC(=O)Nc1ccc(C(=O)NNC(=O)C(c2ccccc2)c2ccccc2)cc1. The HOMO energy is -0.3161 hartree. Its total energy is -38014.4015 eV. As for the LUMO energy: 0.5 eV.

[2]
Computed, not measured: a structure of composition C42H51KN4OS, with wB97M-V/def2-TZVPD.

Atoms and positions in Å:
K (0.238, 0.878, 0.846)
C (-2.690, 0.096, 2.511)
C (-2.596, -0.592, 1.145)
C (-3.931, -0.514, 0.401)
C (-2.122, -2.033, 1.249)
C (-2.655, -2.883, 2.208)
C (-2.249, -4.202, 2.295)
C (-1.294, -4.690, 1.415)
C (-0.733, -3.878, 0.440)
C (0.256, -4.429, -0.576)
C (0.963, -5.700, -0.114)
C (-0.468, -4.665, -1.909)
C (-1.157, -2.534, 0.357)
N (-0.712, -1.666, -0.648)
C (0.497, -1.256, -0.702)
C (0.894, -0.220, -1.627)
C (0.083, 0.043, -2.748)
C (0.220, 1.191, -3.488)
C (1.139, 2.163, -3.050)
C (1.940, 1.942, -1.962)
C (1.938, 0.700, -1.255)
N (2.781, 0.530, -0.238)
C (3.397, -0.683, 0.032)
C (3.357, -1.250, 1.322)
C (4.060, -2.419, 1.596)
C (4.780, -3.069, 0.614)
C (4.827, -2.520, -0.660)
C (4.171, -1.339, -0.970)
C (4.375, -0.689, -2.329)
C (5.347, 0.488, -2.175)
C (4.867, -1.650, -3.410)
C (2.574, -0.585, 2.437)
C (1.734, -1.590, 3.233)
C (3.535, 0.181, 3.356)
H (-2.823, 1.172, 2.375)
H (-1.781, -0.070, 3.094)
H (-3.538, -0.277, 3.087)
H (-1.867, -0.038, 0.551)
H (-4.688, -1.113, 0.911)
H (-3.821, -0.893, -0.616)
H (-4.281, 0.520, 0.348)
H (-3.396, -2.511, 2.907)
H (-2.671, -4.853, 3.050)
H (-0.985, -5.724, 1.498)
H (1.031, -3.681, -0.743)
H (0.273, -6.545, -0.063)
H (1.422, -5.558, 0.866)
H (1.752, -5.954, -0.823)
H (-1.263, -5.402, -1.778)
H (0.227, -5.029, -2.668)
H (-0.916, -3.737, -2.268)
H (1.227, -1.559, 0.058)
H (-0.663, -0.698, -3.010)
H (-0.382, 1.359, -4.372)
H (1.224, 3.095, -3.597)
H (2.670, 2.684, -1.659)
H (4.032, -2.840, 2.594)
H (5.299, -3.994, 0.833)
H (5.408, -3.029, -1.418)
H (3.423, -0.289, -2.677)
H (6.331, 0.125, -1.872)
H (4.980, 1.176, -1.412)
H (5.448, 1.032, -3.118)
H (5.890, -1.979, -3.221)
H (4.854, -1.149, -4.379)
H (4.223, -2.529, -3.471)
H (1.889, 0.136, 1.988)
H (2.371, -2.252, 3.821)
H (1.126, -2.215, 2.572)
H (1.064, -1.073, 3.925)
H (4.377, -0.459, 3.622)
H (3.046, 0.497, 4.282)
H (3.934, 1.058, 2.841)
C (0.049, 1.522, 5.101)
O (0.525, 1.553, 3.757)
H (-0.376, 2.486, 5.394)
H (0.841, 1.256, 5.803)
H (-0.733, 0.767, 5.154)
H (1.393, 1.966, 3.758)
S (-3.385, 6.720, -1.514)
C (-2.588, 5.277, -0.816)
C (-2.098, 4.273, -1.638)
C (-1.517, 3.161, -1.051)
N (-1.388, 3.015, 0.269)
C (-1.848, 3.993, 1.047)
C (-2.454, 5.140, 0.559)
C (-4.875, 5.871, -2.050)
C (-5.040, 5.477, -3.368)
C (-6.202, 4.791, -3.698)
N (-7.156, 4.500, -2.822)
C (-6.991, 4.900, -1.565)
C (-5.871, 5.593, -1.126)
H (-2.172, 4.348, -2.714)
H (-1.138, 2.355, -1.669)
H (-1.733, 3.848, 2.116)
H (-2.821, 5.906, 1.227)
H (-4.290, 5.702, -4.113)
H (-6.374, 4.456, -4.715)
H (-7.794, 4.656, -0.878)
H (-5.772, 5.906, -0.096)

Its relative energy (zero: lowest compared OMol25 entry of this formula, charge and spin) is 0.0 kcal/mol. As for the multiplicity: 1. The HOMO energy is -0.2393 hartree. Its total energy is -79550.3596 eV. As for the LUMO energy: -0.1 eV.

[3]
Computed, not measured: a structure of composition C44H57BaI2N5OSi3, with wB97M-V/def2-TZVPD.

Atoms and positions in Å:
Ba (0.734, -0.951, -0.234)
I (0.881, -7.330, -5.696)
C (0.762, -6.137, -3.977)
C (1.588, -6.398, -2.895)
C (1.511, -5.598, -1.778)
I (2.754, -6.017, -0.155)
C (0.642, -4.469, -1.666)
O (0.621, -3.697, -0.671)
C (-0.211, -4.274, -2.806)
C (-1.160, -3.112, -2.798)
N (-0.466, -1.825, -2.883)
C (0.531, -1.758, -3.937)
C (1.879, -2.265, -3.483)
C (2.645, -3.114, -4.272)
C (3.882, -3.519, -3.801)
C (4.312, -3.058, -2.566)
C (3.476, -2.218, -1.845)
N (2.287, -1.836, -2.293)
C (-0.140, -5.087, -3.918)
H (2.288, -7.222, -2.922)
H (-1.860, -3.238, -3.643)
H (-1.738, -3.104, -1.868)
H (-1.145, -1.085, -3.010)
H (0.226, -2.305, -4.845)
H (0.659, -0.706, -4.209)
H (2.258, -3.476, -5.216)
H (4.493, -4.198, -4.383)
H (5.265, -3.359, -2.151)
H (3.759, -1.820, -0.879)
H (-0.794, -4.885, -4.761)
C (-1.508, -1.277, 1.846)
Si (-2.471, 0.121, 2.415)
C (-3.733, 0.751, 1.110)
N (-3.225, 1.160, -0.203)
C (-4.254, 1.100, -1.229)
C (-5.323, 2.194, -1.109)
C (-4.655, 3.566, -1.146)
C (-3.570, 3.646, -0.074)
C (-2.592, 2.476, -0.226)
C (-1.382, 1.585, 2.951)
C (-1.896, 2.751, 3.525)
C (-1.103, 3.871, 3.718)
C (0.238, 3.845, 3.349)
C (0.780, 2.688, 2.812)
C (-0.030, 1.576, 2.632)
C (-3.662, -0.096, 3.918)
C (-3.322, 0.287, 5.216)
C (-4.161, 0.050, 6.296)
C (-5.381, -0.579, 6.106)
C (-5.744, -0.975, 4.827)
C (-4.893, -0.738, 3.760)
H (-2.113, -2.065, 1.389)
H (-0.897, -1.719, 2.638)
H (-4.385, 1.510, 1.574)
H (-4.391, -0.105, 0.927)
H (-4.713, 0.107, -1.195)
H (-3.762, 1.198, -2.204)
H (-5.864, 2.074, -0.166)
H (-6.054, 2.093, -1.916)
H (-5.392, 4.369, -1.030)
H (-4.189, 3.702, -2.128)
H (-4.028, 3.628, 0.920)
H (-3.018, 4.587, -0.148)
H (-1.832, 2.515, 0.541)
H (-2.077, 2.583, -1.183)
H (-2.948, 2.793, 3.798)
H (-1.531, 4.772, 4.145)
H (0.857, 4.725, 3.481)
H (1.820, 2.648, 2.510)
H (0.403, 0.679, 2.215)
H (-2.375, 0.784, 5.388)
H (-3.860, 0.359, 7.291)
H (-6.041, -0.765, 6.947)
H (-6.693, -1.474, 4.663)
H (-5.194, -1.075, 2.774)
C (3.396, -2.837, 1.791)
Si (3.451, -1.005, 2.266)
C (2.266, -0.848, 3.739)
C (5.176, -0.801, 3.058)
N (2.961, -0.072, 0.937)
C (3.430, 1.142, 0.486)
C (4.525, 1.778, 1.085)
C (5.093, 2.964, 0.636)
C (4.556, 3.574, -0.477)
C (3.444, 2.995, -1.076)
C (2.812, 1.828, -0.631)
N (1.645, 1.369, -1.218)
Si (0.886, 2.228, -2.461)
C (1.795, 2.235, -4.137)
C (0.440, 4.051, -2.103)
C (-0.809, 1.453, -2.869)
H (3.449, -3.462, 2.684)
H (4.235, -3.112, 1.150)
H (2.491, -3.129, 1.261)
H (2.598, -1.465, 4.578)
H (1.258, -1.167, 3.475)
H (2.194, 0.184, 4.087)
H (5.336, -1.654, 3.723)
H (5.266, 0.104, 3.658)
H (5.975, -0.798, 2.318)
H (4.966, 1.305, 1.947)
H (5.947, 3.386, 1.155)
H (4.974, 4.491, -0.879)
H (3.031, 3.495, -1.940)
H (2.741, 2.769, -4.082)
H (1.189, 2.699, -4.920)
H (2.024, 1.213, -4.447)
H (1.283, 4.734, -2.193)
H (0.060, 4.141, -1.085)
H (-0.342, 4.393, -2.785)
H (-0.763, 0.813, -3.751)
H (-1.518, 2.246, -3.105)
H (-1.239, 0.895, -2.038)

As for the multiplicity: 1. The HOMO energy is -0.0348 hartree. Its charge is -2. Its total energy is -96586.3004 eV. As for the LUMO energy: 3.2 eV.

[4]
Computed, not measured: the ion CHN4 with charge -1, with wB97M-V/def2-TZVPD.

Atoms and positions in Å:
C (-0.455, 0.076, 0.563)
N (0.540, 0.426, -1.235)
N (0.411, -0.931, 0.422)
N (-0.428, 0.961, -0.437)
N (1.041, -0.690, -0.734)
H (-1.109, 0.157, 1.421)

Its relative energy (zero: lowest compared OMol25 entry of this formula, charge and spin) is 22.3 kcal/mol. As for the multiplicity: 1. The HOMO energy is -0.1703 hartree. Its charge is -1. Its total energy is -7013.7446 eV. As for the LUMO energy: 5.0 eV.

[5]
Computed, not measured: an isolated molecule of C5H5ClFN, with wB97M-V/def2-TZVPD.

Atoms and positions in Å:
C (0.301, -2.293, 0.186)
C (0.999, -1.080, -0.191)
C (0.077, 0.286, -0.099)
C (0.446, 1.454, -0.784)
C (-1.151, 0.108, 0.766)
N (-0.164, -3.316, 0.343)
F (2.188, -1.054, -0.802)
Cl (-1.117, 1.288, 2.184)
H (1.370, 1.402, -1.261)
H (0.336, 2.261, 0.021)
H (-0.248, 1.638, -1.650)
H (-1.078, -0.822, 1.223)
H (-1.960, 0.128, 0.064)

Its relative energy (zero: lowest compared OMol25 entry of this formula, charge and spin) is 59.2 kcal/mol. As for the multiplicity: 1. Its SMILES is C/C(CCl)=C(\F)C#N. The HOMO energy (spin up / spin down) is -0.3301 / -0.3302 hartree. Its total energy is -21992.6234 eV. As for the LUMO energy (spin up / spin down): -0.7 / -0.7 eV.

[6]
Computed, not measured: the ion C4H12NOS with charge +1, with wB97M-V/def2-TZVPD.

Atoms and positions in Å:
C (0.182, 1.684, -0.145)
C (0.616, 0.593, 2.301)
C (0.796, -1.038, -1.775)
C (-1.624, -1.038, -0.363)
N (0.493, 0.475, 0.486)
O (0.490, -2.010, 0.813)
S (0.118, -0.966, -0.114)
H (-0.944, 1.869, -0.208)
H (0.637, 2.631, 0.257)
H (0.528, 1.676, -1.099)
H (-0.106, 1.466, 2.295)
H (0.388, -0.398, 2.665)
H (1.576, 1.026, 2.345)
H (0.027, -0.980, -2.509)
H (1.372, -2.010, -2.015)
H (1.556, -0.116, -1.828)
H (-1.918, -0.577, -1.303)
H (-2.072, -0.335, 0.312)
H (-2.113, -1.952, -0.115)

Its relative energy (zero: lowest compared OMol25 entry of this formula, charge and spin) is 90.9 kcal/mol. As for the multiplicity: 1. Its SMILES is C[N+](C)=S(C)(C)=O. The HOMO energy is -0.5322 hartree. Its charge is +1. Its total energy is -18705.1264 eV. As for the LUMO energy: -3.5 eV.

[7]
Computed, not measured: a structure of composition C21H21NO10P2Sm, with wB97M-V/def2-TZVPD.

Atoms and positions in Å:
Sm (0.524, -0.670, -1.465)
C (1.350, -2.681, 5.363)
O (-0.038, -2.731, 5.144)
C (-0.485, -2.520, 3.873)
C (-1.888, -2.558, 3.722)
C (-2.445, -2.324, 2.499)
C (-1.661, -2.063, 1.358)
C (-2.244, -1.749, 0.082)
C (-3.727, -1.439, 0.000)
O (-1.586, -1.712, -0.976)
C (-0.224, -2.049, 1.488)
O (0.555, -1.815, 0.505)
C (0.316, -2.283, 2.785)
H (1.496, -2.886, 6.423)
H (1.756, -1.696, 5.118)
H (1.869, -3.432, 4.763)
H (-2.488, -2.760, 4.595)
H (-3.519, -2.371, 2.400)
H (-4.029, -0.785, 0.813)
H (-4.300, -2.363, 0.056)
H (-3.923, -0.952, -0.954)
H (1.391, -2.245, 2.842)
O (3.339, -3.278, -2.451)
P (2.870, -1.757, -2.783)
O (3.741, -1.177, -3.808)
O (2.626, -1.062, -1.466)
O (1.323, -2.141, -3.344)
P (0.479, -0.997, -4.229)
O (-0.121, -1.930, -5.395)
O (1.330, 0.072, -4.750)
O (-0.653, -0.611, -3.291)
H (3.918, -3.513, -3.173)
H (-0.848, -2.443, -5.047)
C (-3.340, 3.215, 0.599)
C (-2.563, 3.840, -0.365)
C (-1.363, 3.293, -0.763)
C (-0.909, 2.078, -0.219)
C (-1.716, 1.449, 0.746)
C (-2.907, 2.016, 1.147)
N (0.251, 1.473, -0.650)
C (1.368, 2.257, -0.919)
C (1.793, 3.277, -0.050)
C (3.010, 3.902, -0.245)
C (3.818, 3.558, -1.318)
C (3.389, 2.591, -2.216)
C (2.179, 1.956, -2.033)
H (-4.267, 3.663, 0.924)
H (-2.903, 4.763, -0.817)
H (-0.774, 3.756, -1.541)
H (-1.364, 0.516, 1.169)
H (-3.504, 1.531, 1.908)
H (1.173, 3.522, 0.802)
H (3.338, 4.660, 0.456)
H (4.771, 4.044, -1.459)
H (3.987, 2.328, -3.075)
H (1.830, 1.232, -2.779)

Its relative energy (zero: lowest compared OMol25 entry of this formula, charge and spin) is 20.8 kcal/mol. Its expectation value of S² is 8.757. As for the multiplicity: 6. The HOMO energy (spin up / spin down) is -0.1604 / -0.1612 hartree. Its charge is -1. Its total energy is -80577.5187 eV. As for the LUMO energy (spin up / spin down): 2.5 / 2.5 eV.

[8]
Computed, not measured: an isolated molecule of H2N2O3S, with wB97M-V/def2-TZVPD.

Atoms and positions in Å:
N (0.542, 0.805, -0.318)
N (-0.626, -1.050, 1.199)
O (0.342, -1.671, 0.985)
O (-1.666, -1.131, 1.738)
O (-0.502, 0.504, 0.529)
S (0.386, 0.271, -1.987)
H (1.426, 0.627, 0.091)
H (0.098, 1.644, -2.236)

Its relative energy (zero: lowest compared OMol25 entry of this formula, charge and spin) is 93.8 kcal/mol. As for the multiplicity: 1. Its SMILES is O=[N+]([O-])ONS. The HOMO energy is -0.3557 hartree. Its total energy is -19983.8233 eV. As for the LUMO energy: 0.3 eV.